Record 1
This record from the OMol25 dataset describes the molecule C5H7NO. The level of theory is ωB97M-V with the def2-TZVPD basis set.

Geometry as XYZ:
```
14
Properties=species:S:1:pos:R:3
O 0.4563 2.0202 1.0809
N -0.1080 1.4852 -1.1089
C 0.2770 1.2090 0.2026
C 0.3611 -1.0435 1.5640
C -0.5432 -0.7131 -0.8728
C -0.7598 0.3553 -1.6432
C 0.4118 -0.3173 0.2295
H -1.3280 0.4517 -2.5637
H 1.1039 -0.6276 2.2520
H 0.5989 -2.1026 1.3979
H -0.3260 2.4250 -1.3968
H -0.6187 -0.9849 2.0443
H -0.9571 -1.6991 -1.0134
H 1.4318 -0.4584 -0.1724
```

The value obtained for the HOMO energy is -8.70 eV. As for the spin multiplicity: 1. The LUMO energy is 0.035 Eh. The structure (SMILES) is C[C@H]1C=CNC1=O. The value obtained for the energy relative to the best compared isomer or geometry (same formula, charge and spin) is 28.2 kJ/mol. For the total energy, the calculation gives -324.7137 Ha.

Record 2
This record from the OMol25 dataset describes the molecule C5H7NO at a distorted geometry. The level of theory is ωB97M-V with the def2-TZVPD basis set.

Geometry as XYZ:
```
14
Properties=species:S:1:pos:R:3
O 0.6019 -1.5029 -1.2923
N 1.4271 1.4288 0.7496
C 0.8936 0.3018 0.1182
C -0.6093 -1.3644 -0.5247
C 1.4157 -0.4825 -0.8637
C -1.6611 0.2840 0.7521
C -0.4570 -0.1735 0.2886
H -0.7797 -2.3128 -0.0108
H 2.1878 1.8589 0.2389
H -2.4592 0.5049 0.0545
H 0.7173 2.1279 0.9427
H -1.7748 -1.1044 -0.7000
H -1.8411 0.7991 1.6742
H 2.3388 -0.3651 -1.4274
```

The value obtained for the HOMO energy is -7.50 eV. As for the spin multiplicity: 1. The LUMO energy is 0.017 Eh. The structure (SMILES) is C=C1COC=C1N. The value obtained for the energy relative to the best compared isomer or geometry (same formula, charge and spin) is 373.3 kJ/mol. For the total energy, the calculation gives -324.5823 Ha.

Record 3
This record from the OMol25 dataset describes the molecule C5H7NO. The level of theory is ωB97M-V with the def2-TZVPD basis set.

Geometry as XYZ:
```
14
Properties=species:S:1:pos:R:3
O -0.7072 0.1628 1.9240
N 1.6482 -0.8153 -0.4984
C 0.5331 0.2652 1.4823
C 0.1748 1.1965 -0.7397
C -0.9020 -0.7751 -0.1161
C 0.4563 -0.1567 0.0216
C -1.5774 -0.4114 0.9613
H 1.5400 -1.8198 -0.5693
H -2.6260 -0.3798 1.2174
H -1.2854 -1.1664 -1.0478
H -0.5410 1.0659 -1.5626
H 2.4224 -0.6422 0.1404
H -0.2563 1.9425 -0.0623
H 1.1206 1.5338 -1.1507
```

The value obtained for the HOMO energy is -8.83 eV. As for the spin multiplicity: 1. The LUMO energy is 0.019 Eh. The value obtained for the energy relative to the best compared isomer or geometry (same formula, charge and spin) is 366.1 kJ/mol. For the total energy, the calculation gives -324.5850 Ha.